(1)
# C3H8O2

A molecular structure, C3H8O2 (ωB97M-V/def2-TZVPD, OMol25).

Output
HOMO energy ... -0.25714 Eh
2S+1 ... 1
LUMO ... 0.4 eV
Energy above the lowest of the compared OMol25 structures with the same formula, charge and spin ... 525.2 kJ/mol

Each line ends with the Löwdin charge.
Cartesian coordinates (Å):
C: -0.260 0.932 1.385  -0.07
C: 0.296 0.204 0.303  -0.55
O: 1.585 0.105 0.137  0.11
C: -0.542 -0.769 -0.495  -0.21
O: 0.236 -1.253 -1.573  -0.06
H: -1.208 0.585 1.787  0.08
H: -0.336 1.619 0.229  0.07
H: 0.438 1.427 2.051  0.08
H: -0.022 1.600 -0.990  0.04
H: 1.705 -0.303 -0.750  0.13
H: -0.815 -1.577 0.201  0.14
H: -1.444 -0.272 -0.852  0.13
H: 0.292 -2.213 -1.513  0.11

(2)
# CH2ClNO

2 unconnected molecules or ions with the total composition CH2ClNO in a non-equilibrium geometry (ωB97M-V/def2-TZVPD, OMol25).

Output
HOMO energy (alpha / beta) ... -0.35710 / -0.35818 Eh
2S+1 ... 1
LUMO (alpha / beta) ... -1.1 / -1.1 eV
Energy above the lowest of the compared OMol25 structures with the same formula, charge and spin ... 512.4 kJ/mol

Each line ends with the Löwdin charge.
Cartesian coordinates (Å):
C: -1.032 -0.077 0.458  -0.22
N: 1.908 0.952 -0.694  -0.52
O: -0.963 -1.182 0.069  -0.04
Cl: 2.078 -0.502 -1.207  0.58
H: -0.364 0.112 1.454  0.12
H: -1.628 0.697 -0.080  0.08

(3)
# C5H13N2O

2 unconnected molecules or ions with the total composition C5H13N2O in a non-equilibrium geometry (ωB97M-V/def2-TZVPD, OMol25).

Output
Net charge ... +1
HOMO energy ... -0.54658 Eh
2S+1 ... 1
LUMO ... -9.1 eV
Energy above the lowest of the compared OMol25 structures with the same formula, charge and spin ... 673.1 kJ/mol

Each line ends with the Löwdin charge.
Cartesian coordinates (Å):
N: 3.063 0.216 1.180  0.17
C: 1.766 -0.036 1.733  -0.19
C: 0.603 0.583 0.981  -0.49
N: -0.325 -0.342 0.517  0.15
C: -2.656 -0.638 -0.296  -0.02
C: -1.329 0.113 -0.422  -0.42
C: -0.833 0.236 -1.856  -0.05
O: 0.547 1.750 0.735  0.16
H: 2.021 -0.527 -0.695  0.38
H: 3.100 1.209 0.924  0.13
H: 3.093 -0.287 0.226  0.05
H: 1.739 0.354 2.753  0.16
H: 1.593 -1.117 1.738  0.13
H: 0.023 -1.275 0.311  0.14
H: -2.925 -0.782 0.746  0.09
H: -2.563 -1.578 -0.850  0.09
H: -3.389 -0.055 -0.842  0.09
H: -1.509 1.167 -0.194  0.14
H: -1.565 0.781 -2.449  0.10
H: -0.496 -0.678 -2.352  0.09
H: 0.042 0.905 -1.886  0.08

(4)
# CH3BO4

2 unconnected molecules or ions with the total composition CH3BO4 in a non-equilibrium geometry (ωB97M-V/def2-TZVPD, OMol25).

Output
HOMO energy ... -0.42413 Eh
2S+1 ... 1
LUMO ... 0.2 eV
SMILES ... O=BO.O=CO
Energy above the lowest of the compared OMol25 structures with the same formula, charge and spin ... 207.2 kJ/mol

Each line ends with the Löwdin charge.
Cartesian coordinates (Å):
B: 1.891 0.174 -0.054  -0.50
C: -1.323 -0.084 0.436  -0.39
O: -1.403 -1.288 0.695  0.05
O: 1.612 -1.017 -0.642  0.18
O: -1.076 0.331 -0.755  0.15
O: 2.155 1.256 0.419  0.14
H: -1.596 0.755 1.183  0.18
H: 0.741 -1.334 -0.320  0.10
H: -1.002 1.207 -0.963  0.09

(5)
# C16H20CrN9NiO15

A molecular structure, C16H20CrN9NiO15 in a non-equilibrium geometry (ωB97M-V/def2-TZVPD, OMol25).

Output
HOMO energy (alpha / beta) ... -0.30075 / -0.30075 Eh
2S+1 ... 6
LUMO (alpha / beta) ... -3.2 / -3.0 eV
Energy above the lowest of the compared OMol25 structures with the same formula, charge and spin ... 422.7 kJ/mol

Each line ends with the Löwdin charge.
Cartesian coordinates (Å):
Ni: 1.090 -1.349 2.140  1.00
Cr: 0.123 -3.615 -2.186  1.25
N: 1.269 -3.315 -4.644  -0.55
O: 1.692 -3.221 -5.805  0.11
O: 0.556 -2.527 -4.100  0.01
O: 1.478 -4.213 -3.822  -0.05
N: 0.321 -0.557 -0.944  -0.56
O: 0.197 -1.591 -1.540  -0.04
O: 0.423 -0.589 0.235  -0.05
O: 0.466 0.518 -1.492  0.05
N: -0.555 -4.009 1.076  -0.48
O: -0.346 -2.921 1.696  -0.09
O: -0.272 -5.078 1.614  0.10
O: -0.513 -3.903 -0.130  -0.07
N: 2.501 -3.569 0.049  -0.50
O: 2.049 -3.664 -1.069  -0.06
O: 2.753 -4.647 0.678  0.04
O: 2.254 -2.593 0.754  -0.08
N: -2.488 -3.984 -2.966  -0.55
O: -3.694 -4.100 -3.023  0.15
O: -1.528 -4.668 -3.358  0.01
O: -1.997 -3.123 -2.309  -0.01
N: -0.156 3.352 -0.343  0.04
C: 0.654 4.422 -0.071  -0.19
C: 0.034 5.416 0.608  -0.12
C: -1.316 5.014 0.659  -0.11
C: -1.421 3.803 -0.027  -0.13
H: 0.068 2.436 -0.704  0.10
H: 1.691 4.311 -0.350  0.10
H: 0.322 6.406 0.929  0.09
H: -2.069 5.497 1.264  0.09
H: -2.231 3.132 -0.271  0.07
N: 3.602 0.082 0.608  0.04
C: 2.796 0.763 1.503  -0.11
C: 3.218 0.290 2.697  -0.17
C: 4.330 -0.534 2.570  -0.09
C: 4.486 -0.759 1.232  -0.10
H: 3.659 0.309 -0.375  0.16
H: 2.045 1.414 1.081  0.11
H: 2.782 0.604 3.634  0.09
H: 4.888 -0.953 3.394  0.11
H: 5.363 -1.196 0.778  0.13
N: -0.003 0.669 3.932  -0.01
C: -0.457 0.822 2.633  -0.13
C: -1.408 -0.133 2.497  -0.13
C: -1.443 -0.937 3.612  -0.09
C: -0.460 -0.497 4.479  -0.11
H: 0.443 1.398 4.469  0.16
H: -0.239 1.690 2.027  0.12
H: -2.112 -0.270 1.690  0.13
H: -2.117 -1.777 3.690  0.12
H: -0.171 -0.586 5.516  0.12
N: -2.814 2.956 -3.321  0.01
C: -3.992 2.955 -2.483  -0.10
C: -3.835 1.957 -1.530  -0.14
C: -2.633 1.335 -1.844  -0.16
C: -1.984 1.907 -2.970  -0.10
H: -2.509 3.789 -3.805  0.14
H: -4.788 3.672 -2.621  0.10
H: -4.624 1.762 -0.819  0.10
H: -2.280 0.494 -1.266  0.08
H: -1.099 1.702 -3.554  0.11

(6)
# C5H8O2

2 unconnected molecules or ions with the total composition C5H8O2 (ωB97M-V/def2-TZVPD, OMol25).

Output
HOMO energy ... -0.36844 Eh
2S+1 ... 1
LUMO ... -0.1 eV
SMILES ... C=C1CCC1=O.O
Energy above the lowest of the compared OMol25 structures with the same formula, charge and spin ... 151.5 kJ/mol

Each line ends with the Löwdin charge.
Cartesian coordinates (Å):
O: 2.299 -0.969 1.874  -0.07
C: 1.436 -0.029 -0.950  0.11
C: 0.170 0.137 -0.579  -0.23
C: -0.976 1.099 -0.866  -0.12
C: -1.937 0.171 -0.066  -0.07
C: -0.718 -0.682 0.307  -0.36
O: -0.535 -1.605 1.064  0.10
H: 1.462 -1.450 1.785  0.01
H: 2.020 -0.846 -0.532  0.07
H: 1.931 0.648 -1.641  0.08
H: 2.027 -0.046 1.814  0.03
H: -0.834 2.078 -0.396  0.11
H: -1.225 1.247 -1.920  0.11
H: -2.662 -0.368 -0.683  0.12
H: -2.458 0.614 0.788  0.12